Entry from the Open Molecules 2025 dataset: a cluster of 7 separate species, C35H61Br2ClN7S in total (ωB97M-V/def2-TZVPD).

The geometry in XYZ format:
```
107
Properties=species:S:1:pos:R:3:forces:R:3
C -3.180961 -2.191096 3.651220 -0.096 0.814 0.493
C -2.168861 -1.100617 3.400853 -0.103 -0.094 0.149
Br -2.675652 0.630344 4.008930 0.179 -0.247 -0.075
C -1.004076 -1.275225 2.782327 -0.247 -0.345 0.307
Br -0.573221 -3.018674 2.161799 0.066 0.487 0.215
N -0.071351 -0.160723 2.533837 -0.089 -0.926 -0.454
C 1.389520 -0.545777 2.585523 0.875 0.214 -0.168
C 1.961217 -1.084145 1.273065 0.592 0.326 -0.237
C 1.516276 -0.350299 -0.005891 -0.580 -0.700 0.030
C -0.016995 -0.249046 -0.005772 1.248 -0.250 0.126
Cl -0.572630 0.575797 -1.490169 -0.176 0.009 0.304
C -0.450800 0.532165 1.242033 -0.640 1.242 -1.513
C 0.046942 2.000614 1.228862 -0.181 0.090 0.231
C -1.123659 2.980218 1.461272 0.348 -0.248 0.722
C -0.690019 4.267128 2.188837 -0.920 -0.557 -0.089
S -2.200239 5.129131 2.771048 -0.082 0.355 2.295
H -2.713645 -3.110573 3.995646 0.022 -0.074 -0.351
H -3.794651 -2.317097 2.757209 0.119 -0.298 0.022
H -3.840937 -1.855666 4.453044 -0.021 -0.067 -0.118
H -0.228023 0.526825 3.279891 -0.178 -0.064 -0.014
H 1.566327 -1.237027 3.410478 -0.397 -0.037 -0.057
H 1.933406 0.364166 2.850287 -0.243 0.062 -0.088
H 1.817354 -2.155940 1.154190 -0.225 0.109 0.083
H 3.046668 -0.955805 1.344078 -0.088 -0.042 0.154
H 1.837823 -0.973142 -0.843888 -0.024 0.248 -0.100
H 1.949429 0.643059 -0.123680 0.073 -0.063 0.153
H -0.440141 -1.251989 -0.064507 -0.124 0.112 0.195
H -1.541367 0.593235 1.221842 0.054 -0.267 0.327
H 0.512625 2.268083 0.280804 0.149 -0.330 0.049
H 0.821722 2.118208 1.998205 -0.092 0.153 -0.037
H -1.855726 2.495586 2.111012 -0.029 0.079 -0.073
H -1.643693 3.190001 0.526084 0.126 0.048 0.016
H -0.128956 3.985326 3.078988 0.325 0.240 -0.186
H -0.133271 4.903638 1.502666 0.159 0.144 0.349
H -2.114892 5.048822 4.145541 0.874 -0.171 -0.583
C -1.034919 -0.725722 -5.304093 -0.011 0.076 -0.018
C 0.035236 -1.219049 -6.270664 -0.175 0.142 0.069
C 0.577414 -2.597916 -5.870308 0.140 0.355 -0.074
C 1.161153 -2.538021 -4.524550 -0.094 -0.340 -0.076
N 1.584346 -2.510489 -3.456160 -0.157 0.174 0.046
H -0.615492 -0.596537 -4.303787 -0.044 -0.033 0.020
H -1.426973 0.241223 -5.619748 -0.011 -0.014 -0.014
H -1.871083 -1.425621 -5.245843 0.017 -0.009 -0.003
H 0.848408 -0.491181 -6.301465 0.064 -0.080 -0.043
H -0.374827 -1.280387 -7.279304 0.036 -0.093 -0.001
H 1.337999 -2.929340 -6.578337 0.065 -0.043 0.091
H -0.222350 -3.338308 -5.864007 0.034 -0.023 0.039
C -2.307928 -5.601950 -1.226875 0.014 0.041 0.064
C -1.371276 -4.411227 -1.398849 -0.021 -0.250 0.021
C -1.841948 -3.423082 -2.471592 0.143 -0.132 0.139
C -1.914115 -4.072252 -3.781203 -0.058 0.184 -0.006
N -1.951907 -4.576040 -4.811886 -0.007 -0.043 0.012
H -2.368187 -6.196656 -2.138791 -0.022 0.043 -0.024
H -1.948951 -6.258643 -0.434004 -0.023 0.000 0.004
H -3.316299 -5.275180 -0.964159 -0.009 -0.025 -0.018
H -0.372767 -4.775121 -1.649858 0.032 0.120 -0.047
H -1.285630 -3.873616 -0.454121 -0.012 0.080 -0.026
H -1.145800 -2.584936 -2.545194 -0.026 0.021 -0.079
H -2.827091 -3.024797 -2.220428 -0.024 -0.014 -0.059
C -5.404800 5.192778 7.925337 0.045 -0.023 0.017
C -4.370526 6.278641 7.650798 -0.103 -0.185 0.143
C -4.768010 7.202458 6.493851 0.136 -0.208 0.058
C -4.914581 6.442401 5.247596 -0.026 0.226 -0.022
N -5.023204 5.843179 4.274170 -0.028 -0.056 0.031
H -5.523964 4.528897 7.067517 -0.030 0.052 -0.033
H -5.097075 4.579437 8.772308 -0.028 0.022 0.020
H -6.378189 5.627345 8.159549 -0.006 -0.020 -0.006
H -3.408484 5.811126 7.430941 0.033 0.088 -0.032
H -4.235306 6.881357 8.550180 0.034 0.081 -0.066
H -4.008016 7.969590 6.343422 -0.043 0.034 -0.066
H -5.713252 7.702010 6.711137 -0.011 0.003 -0.040
C 4.242513 -4.552157 -3.796000 0.093 -0.019 -0.054
C 5.260814 -4.750760 -4.912699 -0.210 0.095 0.088
C 6.036812 -6.067683 -4.789938 0.008 0.326 0.059
C 6.768400 -6.101699 -3.519640 0.057 -0.295 -0.147
N 7.333526 -6.135119 -2.521187 0.012 0.094 0.027
H 4.730516 -4.501377 -2.820853 0.005 -0.066 0.002
H 3.699345 -3.621964 -3.934632 -0.014 -0.007 0.013
H 3.515801 -5.367425 -3.773970 -0.003 0.008 0.020
H 5.961543 -3.913386 -4.904965 0.066 -0.058 -0.074
H 4.750543 -4.732060 -5.877662 0.074 -0.060 -0.033
H 6.747382 -6.165761 -5.610920 0.049 -0.080 0.053
H 5.360800 -6.923191 -4.825958 0.007 -0.009 0.029
C 7.288421 -3.489343 -0.262557 -0.134 0.033 -0.025
C 8.499003 -2.851800 -0.928517 -0.157 -0.173 -0.024
C 9.349005 -2.035039 0.051571 -0.199 0.045 -0.183
C 8.556181 -0.944239 0.631712 0.237 0.008 0.064
N 7.927726 -0.091162 1.073808 -0.089 -0.035 -0.017
H 6.611243 -2.731751 0.138473 0.066 0.034 0.057
H 6.728014 -4.082524 -0.983065 0.057 -0.075 0.026
H 7.589844 -4.148022 0.554028 -0.018 -0.016 -0.013
H 8.163809 -2.209375 -1.745640 0.088 0.047 0.006
H 9.118385 -3.633551 -1.370614 0.059 0.044 0.023
H 10.211644 -1.605549 -0.458329 0.022 0.047 0.075
H 9.716544 -2.669048 0.859725 -0.003 0.028 0.027
C -6.540460 6.896669 0.155886 0.038 0.028 -0.005
C -5.800493 6.710281 -1.164615 -0.200 0.149 0.155
C -5.080057 5.359131 -1.255000 -0.024 0.322 0.081
C -4.079747 5.236427 -0.190358 -0.059 -0.244 0.014
N -3.305405 5.130185 0.653389 -0.481 0.017 -2.275
H -5.855203 6.889262 1.005282 -0.002 -0.064 -0.006
H -7.061609 7.853534 0.166645 -0.027 -0.018 -0.010
H -7.279585 6.107581 0.306832 0.001 0.007 0.020
H -5.078235 7.519085 -1.289552 0.045 -0.057 -0.067
H -6.510328 6.785179 -1.989906 0.073 -0.070 -0.063
H -4.575354 5.259625 -2.216538 0.036 -0.063 0.023
H -5.794101 4.539114 -1.161408 0.032 -0.023 0.037
```
Positions in Å, forces in eV/Å.

Computed properties:
HOMO level   -10.19 eV
Kohn-Sham gap   7.615 eV
LUMO   -2.6 eV
Largest force on an atom   2.32 eV/Å
Charge   +1
Electronic energy   -211149.782 eV

=====

Entry from the Open Molecules 2025 dataset: a cluster of 3 separate species, C35H62FN4O11 in total (ωB97M-V/def2-TZVPD).

The geometry in XYZ format:
```
113
Properties=species:S:1:pos:R:3:forces:R:3
C 1.233466 -2.504739 3.165077 -0.368 -0.672 0.207
C 1.135165 -2.462044 1.553737 0.188 0.071 0.467
C 2.106979 -1.353080 0.878654 1.117 -2.775 -1.247
O 3.044027 -1.772828 0.155482 -3.152 2.647 2.413
O 1.789277 0.008635 1.144707 1.366 -1.948 -1.359
C 2.631371 0.928402 0.406170 0.213 2.341 -0.180
C 2.034730 1.290614 -1.071820 -0.461 0.352 0.831
C 0.467497 1.687731 -0.933374 -1.242 0.927 -0.352
N -0.442814 0.545012 -0.816329 -2.253 4.313 -0.032
C -1.869745 0.721016 -0.708517 -0.904 1.858 0.569
C -2.846284 -0.558537 -0.620995 0.985 0.667 -1.004
C -3.932822 -0.368147 -1.828082 0.368 -0.354 -0.147
C -4.929635 -1.630640 -1.974165 -0.418 1.593 -0.009
C -5.726549 -1.779963 -0.573052 0.211 -0.705 -0.991
C -5.289660 -3.158321 0.144604 -0.529 0.493 1.120
C -4.606305 -2.925716 1.609240 -0.617 -1.203 -0.204
C -5.555859 -2.044774 2.568907 0.263 -0.063 -0.484
C -5.014248 -0.559178 2.857599 -0.189 -0.570 0.417
O -6.075959 0.228003 3.503826 0.716 -0.161 -2.143
C -6.882312 0.809921 2.436998 -0.986 0.369 0.181
C -2.565901 2.132000 -0.662462 5.135 0.150 -0.505
C -1.618654 3.372151 -0.788358 0.238 -3.700 0.857
C -2.319172 4.811183 -0.763306 -1.061 1.389 -4.741
O -2.637841 5.326150 -1.867415 1.748 -2.313 5.213
O -2.655257 5.540018 0.437733 2.640 0.369 -2.232
O -3.666108 4.810058 1.001172 -2.732 -1.030 4.719
C -3.856655 5.174970 2.362535 -0.577 0.866 1.368
N -4.143128 5.502213 3.482741 1.411 -1.629 -5.177
C -0.076420 3.136623 -0.947105 -1.663 -2.348 0.470
C 0.889788 4.408067 -1.118931 -1.883 0.292 -0.403
C 0.930901 4.738442 -2.709551 2.846 -1.885 -2.462
O 1.725596 4.105500 -3.444089 -4.272 3.082 3.338
F 0.058287 5.732442 -3.252338 2.003 -2.422 1.782
H 0.287083 -2.034232 3.621445 1.705 -0.546 -0.549
H 2.191101 -2.038663 3.592277 -1.522 -0.496 -0.782
H 1.234489 -3.619664 3.490783 -0.081 2.027 -0.506
H 1.425309 -3.517754 1.177588 -0.136 2.160 0.216
H 0.035473 -2.315071 1.263148 1.548 0.096 0.301
H 2.591601 1.932722 0.986730 -0.047 -1.823 -0.709
H 3.739323 0.643022 0.365154 -1.814 -0.033 -0.153
H 2.174173 0.400619 -1.774719 -0.382 1.302 0.854
H 2.621589 2.208558 -1.466289 -1.062 -1.690 0.494
H -0.069400 -0.415770 -0.811068 -0.166 0.746 0.028
H -2.172555 -1.480712 -0.813900 -1.287 1.292 0.303
H -3.340308 -0.663020 0.405922 0.858 0.360 -1.453
H -3.293214 -0.175155 -2.772137 -1.233 -0.342 1.315
H -4.596440 0.565713 -1.646989 1.235 -1.538 -0.186
H -4.392987 -2.576826 -2.321710 -0.708 1.317 0.657
H -5.702232 -1.335100 -2.787892 1.453 -0.568 1.201
H -6.853527 -1.797371 -0.845715 1.893 0.078 0.764
H -5.502959 -0.854512 0.081925 -0.546 -1.550 -0.987
H -6.262698 -3.758683 0.338963 1.769 0.791 -0.349
H -4.597359 -3.770007 -0.529567 -1.030 0.829 0.967
H -3.520508 -2.556614 1.540759 -1.577 -0.297 0.084
H -4.547124 -3.987005 2.075451 0.101 1.769 -0.737
H -5.646750 -2.603797 3.567705 -0.027 1.097 -1.430
H -6.597238 -2.004395 2.060947 1.661 0.012 1.040
H -4.082936 -0.654587 3.540357 -1.671 0.416 -0.889
H -4.705860 0.030929 1.923491 -0.264 -1.027 1.012
H -7.805176 1.303511 2.922788 1.554 -0.870 -0.719
H -7.246409 0.021422 1.685623 0.497 1.008 1.112
H -6.329159 1.622056 1.840723 -0.473 -1.083 0.928
H -3.691388 2.257935 -0.546193 1.882 -0.383 -0.177
H 0.373177 5.275454 -0.548933 1.099 -1.370 -0.943
H 1.941687 4.222505 -0.715856 -1.561 0.313 -0.850
C 1.025609 -9.782467 5.882567 0.243 -0.079 -0.132
O 1.517417 -9.552658 4.571304 -0.354 -0.181 0.106
C 0.624712 -9.920593 3.520666 0.051 0.386 -0.323
C -0.155327 -8.718068 2.968328 -0.003 -0.338 0.277
N -1.167726 -8.216800 3.892915 0.316 0.319 0.296
C -1.613783 -6.837068 3.668551 0.055 -0.206 -0.027
C -0.582773 -5.718619 3.413738 -0.263 0.068 0.142
O 0.163610 -5.298467 4.548555 -0.159 0.100 -0.301
C 1.121672 -6.227503 5.012306 0.128 0.050 0.203
H 1.871929 -9.764437 6.569192 0.041 -0.018 -0.116
H 0.335803 -9.001678 6.202947 -0.172 0.012 0.099
H 0.531089 -10.754412 5.963221 -0.016 0.019 -0.024
H -0.041151 -10.734792 3.822442 -0.063 0.099 0.152
H 1.254103 -10.303837 2.710577 -0.058 0.046 0.080
H -0.650528 -9.014146 2.037277 0.059 -0.023 -0.018
H 0.588412 -7.956864 2.722091 0.113 -0.013 -0.123
H -0.832676 -8.286160 4.845716 -0.006 -0.079 -0.186
H -2.201790 -6.553498 4.547406 0.025 0.049 -0.116
H -2.308028 -6.854950 2.820607 0.068 0.148 -0.077
H -1.153462 -4.835192 3.104564 -0.005 -0.035 0.115
H 0.087041 -5.937792 2.572881 0.080 -0.205 0.084
H 1.677693 -6.695805 4.195117 -0.124 -0.097 0.051
H 0.634947 -6.971083 5.637009 0.115 -0.300 -0.054
H 1.838563 -5.709967 5.651681 -0.102 0.200 -0.105
C 8.166258 8.176396 -5.259672 -0.042 0.201 0.195
O 7.021134 8.709640 -4.613145 0.095 -0.009 -0.393
C 5.977060 9.131984 -5.489816 -0.442 -0.180 0.226
C 4.868449 8.077904 -5.629714 0.388 0.144 -0.186
N 5.281999 6.908383 -6.398673 0.268 -0.218 0.362
C 4.490457 5.689718 -6.188208 0.061 0.217 0.029
C 4.126452 5.235845 -4.759866 0.080 -0.279 -0.416
O 5.193528 4.681357 -3.999774 -0.319 -0.049 0.088
C 6.171007 5.606878 -3.574924 0.117 -0.157 0.090
H 8.990345 8.180950 -4.546194 -0.085 0.080 0.041
H 8.015983 7.142380 -5.569721 0.040 -0.110 -0.157
H 8.453622 8.774316 -6.128993 -0.032 -0.010 -0.005
H 6.367954 9.444184 -6.463027 0.092 -0.169 -0.025
H 5.531589 10.017171 -5.023548 0.046 -0.088 -0.037
H 4.006161 8.534414 -6.127508 0.004 0.048 0.048
H 4.565265 7.814781 -4.613747 -0.084 0.099 0.110
H 6.250972 6.689548 -6.203816 -0.147 0.142 -0.014
H 5.042922 4.874053 -6.665756 -0.117 0.022 0.047
H 3.558236 5.807847 -6.751935 -0.092 -0.073 0.138
H 3.402106 4.424359 -4.868291 0.252 0.111 -0.072
H 3.606469 6.010880 -4.183752 0.160 0.148 -0.024
H 5.730924 6.539257 -3.209427 0.053 0.030 -0.161
H 6.873769 5.791161 -4.382821 0.098 0.331 -0.020
H 6.747452 5.166747 -2.759476 -0.169 -0.151 0.004
```
Positions in Å, forces in eV/Å.

Computed properties:
HOMO level   -10.03 eV
Kohn-Sham gap   5.026 eV
LUMO   -5.0 eV
Largest force on an atom   6.24 eV/Å
Charge   +1
Electronic energy   -68478.329 eV